DFT (the ωB97M-V functional and the def2-TZVPD basis) results for C22H61B2F7N3O11PtV as an isolated structure at a distorted geometry.

Results
Charge ... +1
Electronic energy ... -3678.655352 a.u.
Largest force on an atom ... 0.050 Eh/bohr
LUMO (alpha / beta) ... -2.584 / -3.493 eV
Orbital gap (alpha / beta) ... 6.9 / 7.3 eV
Spin multiplicity ... 6
⟨S²⟩ ... 8.758

Cartesian coordinates (Å):
1 V -1.079 -0.288 1.639
2 Pt 2.236 0.530 -1.643
3 C -2.748 -1.720 -0.640
4 O -1.930 -2.699 0.009
5 O -2.759 -0.638 0.177
6 C -2.263 -1.515 -2.111
7 F -0.940 -1.580 -2.266
8 F -2.868 -2.416 -2.928
9 F -2.694 -0.317 -2.582
10 C -1.906 -3.983 -0.612
11 C -0.946 -4.865 0.162
12 H 0.066 -4.844 -0.240
13 H -0.997 -4.716 1.241
14 H -1.216 -5.921 0.040
15 H -1.447 -3.907 -1.603
16 H -2.890 -4.450 -0.689
17 H -3.792 -2.062 -0.669
18 B 0.726 -0.100 -0.040
19 H 0.638 -0.724 0.889
20 H -0.133 0.642 -0.036
21 H 1.631 0.545 0.164
22 H 0.776 -0.762 -0.966
23 B 4.015 0.380 3.031
24 F 5.025 1.116 2.405
25 F 3.089 1.187 3.710
26 F 3.330 -0.417 2.078
27 F 4.466 -0.540 4.001
28 C 3.260 3.117 -2.874
29 C 2.979 3.511 -1.456
30 O 1.804 2.824 -0.956
31 O 3.633 1.702 -3.021
32 H 4.099 3.712 -3.254
33 H 2.485 3.249 -3.637
34 H 2.888 4.596 -1.458
35 H 3.810 3.192 -0.827
36 H 1.194 3.508 -0.651
37 H 4.004 1.706 -3.913
38 C 0.739 0.235 -4.301
39 C 1.547 -1.054 -4.205
40 O 2.694 -0.883 -3.363
41 O 0.602 1.046 -3.098
42 H -0.211 0.040 -4.804
43 H 1.225 0.939 -4.993
44 H 1.809 -1.380 -5.210
45 H 0.892 -1.809 -3.765
46 H 3.352 -1.548 -3.597
47 H -0.032 1.723 -3.363
48 C -0.706 2.722 2.452
49 C 0.116 1.928 3.470
50 O 0.446 0.586 3.181
51 O -1.708 1.849 1.894
52 H -0.044 2.987 1.619
53 H -1.024 3.671 2.881
54 H -0.328 2.081 4.459
55 H 0.996 2.583 3.513
56 H 1.404 0.525 3.380
57 H -2.157 2.321 1.155
58 C -3.890 4.664 0.045
59 C -4.128 3.199 -0.383
60 C -5.011 3.083 -1.625
61 O -6.201 3.792 -1.385
62 C -7.246 3.296 -2.194
63 N -2.754 2.641 -0.518
64 H -3.464 4.654 1.051
65 H -4.855 5.153 0.199
66 H -3.248 5.259 -0.603
67 H -4.583 2.684 0.468
68 H -5.096 2.008 -1.812
69 H -4.443 3.555 -2.441
70 H -7.440 2.220 -2.176
71 H -7.170 3.565 -3.253
72 H -8.175 3.762 -1.861
73 H -2.750 1.618 -0.578
74 H -2.568 2.934 -1.481
75 C 6.326 -0.635 0.153
76 C 5.010 -0.780 -0.671
77 C 4.384 -2.138 -0.340
78 O 3.308 -2.370 -1.219
79 C 2.465 -3.447 -0.901
80 N 4.115 0.367 -0.433
81 H 6.925 -1.491 -0.162
82 H 6.249 -0.609 1.236
83 H 6.805 0.304 -0.134
84 H 5.400 -0.737 -1.692
85 H 4.028 -2.056 0.689
86 H 5.151 -2.907 -0.457
87 H 1.992 -3.302 0.072
88 H 2.995 -4.404 -0.912
89 H 1.640 -3.520 -1.610
90 H 3.996 0.543 0.577
91 H 4.814 1.114 -0.542
92 C -3.466 -2.920 2.993
93 C -2.625 -1.961 3.831
94 C -1.148 -2.263 4.022
95 O -0.441 -2.105 2.784
96 C 0.841 -2.676 2.852
97 N -2.703 -0.641 3.158
98 H -3.809 -3.764 3.596
99 H -2.880 -3.371 2.193
100 H -4.316 -2.425 2.532
101 H -2.945 -1.853 4.874
102 H -1.077 -3.292 4.383
103 H -0.755 -1.573 4.773
104 H 1.571 -2.116 3.452
105 H 1.376 -2.625 1.903
106 H 0.835 -3.722 3.162
107 H -2.584 0.104 3.846
108 H -3.612 -0.433 2.760

Atoms 1-6, force components in eV/Å:
V -1.441 -0.144 0.187
Pt 1.463 -0.592 0.488
C -0.308 0.594 2.036
O -0.166 -0.430 -0.774
O 1.438 0.518 -0.287
C -1.536 0.441 0.388